{
  "formula": "C6H16F3LiN2O8S",
  "method": "wB97M-V/def2-TZVPD",
  "elements": ["Li", "C", "F", "F", "F", "S", "O", "O", "O", "C", "C", "O", "O", "H", "H", "H", "H", "H", "H", "C", "C", "O", "O", "H", "H", "H", "H", "H", "H", "C", "O", "N", "N", "H", "H", "H", "H"],
  "coordinates": [[-18.91629, 3.27030, 16.38974], [-20.37668, 6.89000, 17.15393], [-20.00693, 6.47640, 15.94175], [-19.35055, 7.56579, 17.73715], [-21.46400, 7.66208, 16.96181], [-20.93888, 5.25573, 18.16172], [-22.19747, 4.76376, 17.59899], [-19.85350, 4.28187, 18.05351], [-21.21376, 5.74625, 19.49652], [-16.91770, 5.03464, 16.25084], [-17.35123, 4.82203, 14.75644], [-18.69475, 4.32746, 14.67524], [-17.15963, 3.85491, 17.09766], [-17.49328, 5.77921, 16.80078], [-15.87449, 5.33591, 16.34594], [-16.76808, 4.01518, 14.31257], [-17.26771, 5.77636, 14.23647], [-19.12390, 4.81189, 13.96619], [-16.65107, 4.02807, 17.89326], [-17.21197, 0.24191, 15.35437], [-16.47438, 0.01056, 14.01624], [-15.21525, 0.66516, 13.87869], [-18.32677, 1.11500, 15.33826], [-16.44754, 0.58259, 16.05272], [-17.46748, -0.72480, 15.78827], [-17.13195, 0.19643, 13.16704], [-16.07013, -1.00069, 13.97088], [-14.90767, 0.34661, 13.02691], [-18.95346, 0.59312, 14.83180], [-21.79830, 1.94610, 16.04592], [-20.90509, 2.66307, 15.73236], [-22.09054, 0.79400, 15.52024], [-22.45458, 2.22305, 17.12587], [-21.69004, 0.29179, 14.74084], [-22.91249, 0.32924, 15.87873], [-22.26446, 3.11009, 17.56986], [-23.15048, 1.60315, 17.51515]],
  "lowdin_charge": [0.68, -0.58, 0.10, 0.11, 0.12, 0.53, -0.33, -0.38, -0.32, -0.16, -0.18, -0.12, -0.14, 0.10, 0.12, 0.12, 0.13, 0.10, 0.10, -0.22, -0.23, -0.08, -0.08, 0.12, 0.12, 0.12, 0.11, 0.08, 0.08, -0.79, 0.01, 0.18, 0.18, 0.11, 0.11, 0.04, 0.12],
  "homo_energy_ev": -8.936,
  "energy_ev": -45035.3826,
  "multiplicity": 1,
  "de_lowest_kcal_mol": 46.2,
  "lumo_energy_ev": 0.06,
  "largest_force_ev_per_a": 5.40
}